(1)
25
Properties=species:S:1:pos:R:3:forces:R:3 method="wB97M-V/def2-TZVPD" spin_multiplicity=1 mol_weight_g_mol=188.11 total_charge=-1 relative_energy_kj_mol=229.6 e_homo_ev=-6.4
N -0.22733 -0.06510 0.26163 -3.690 -3.072 3.218
O -0.06730 1.06387 -0.00612 2.386 5.602 -2.187
O -1.02405 -0.73533 -0.35719 -1.062 -2.052 -3.422
O 0.03799 -0.51143 1.37637 2.504 -0.593 2.242
O -3.03025 -1.08100 -2.31968 3.709 -1.252 1.761
H -2.61144 -0.79313 -1.44651 -0.292 -0.725 -1.605
H -3.79057 -0.59904 -2.35340 -3.376 2.004 -0.280
O 2.05923 -1.52629 3.46056 -1.793 -0.299 -1.830
H 1.85925 -1.02933 4.22423 0.219 0.883 1.783
H 1.19221 -1.33465 2.98705 1.616 -0.522 -0.092
O 2.94257 0.76778 -1.93739 -4.410 -0.023 -0.466
H 3.36479 1.31979 -1.35056 2.806 1.704 2.060
H 2.02699 1.18122 -1.66199 1.673 -1.710 -1.647
O 1.31126 2.77717 1.65670 3.044 -0.804 -0.889
H 2.32493 2.63094 1.51111 -2.822 0.526 0.599
H 0.94939 2.07683 1.06124 -0.184 0.412 0.482
O 0.31453 1.88623 -2.90448 -2.468 -2.203 2.107
H -0.25820 1.28949 -2.26786 2.226 1.689 -0.227
H -0.33321 1.66601 -3.56832 0.108 0.520 -1.731
O -0.20319 -3.49431 -1.11676 -0.932 -0.739 -2.358
H 0.04882 -4.08500 -0.45210 0.629 -1.100 1.618
H 0.02657 -2.63208 -0.85223 0.186 1.756 0.737
O -2.59370 0.25222 2.22481 -1.704 0.601 0.484
H -2.56561 1.09866 1.78110 -0.001 0.263 -0.100
H -1.75368 -0.12350 2.04978 1.629 -0.866 -0.256

***

(2)
25
Properties=species:S:1:pos:R:3:forces:R:3 method="wB97M-V/def2-TZVPD" spin_multiplicity=1 mol_weight_g_mol=188.11 total_charge=-1 relative_energy_kj_mol=126.3 e_homo_ev=-6.5
N 8.07480 20.00460 26.57843 -1.302 -0.751 -1.531
O 7.09889 19.30463 26.87593 0.142 -0.537 0.953
O 7.85329 21.17842 26.24425 0.951 0.911 0.096
O 9.19930 19.46542 26.42314 -0.183 0.703 0.903
O 8.63744 16.73244 25.70339 0.022 0.292 1.144
H 9.11849 16.27259 26.41856 -0.281 0.331 -0.646
H 8.45535 17.61463 26.11598 0.123 -0.885 -0.521
O 11.17229 18.18078 24.96154 1.854 -1.500 -0.622
H 11.98525 18.69890 24.95312 -0.570 0.060 0.074
H 10.44587 18.69703 25.25624 -0.934 0.953 0.358
O 10.73921 21.11188 24.89143 0.969 1.590 -1.820
H 10.13345 20.86835 25.56302 -0.876 -0.772 1.317
H 11.58841 20.72162 25.05830 0.165 -0.226 0.373
O 4.63662 18.69672 28.49398 1.871 -0.090 -0.376
H 5.46125 19.20938 28.23443 -1.542 -0.725 0.200
H 3.93684 19.29516 28.70931 -0.275 0.786 0.051
O 8.37054 20.98843 22.93286 0.013 -0.600 -1.850
H 8.83574 21.63923 22.39299 -0.033 -0.126 0.437
H 8.19810 21.37986 23.76454 0.016 0.703 1.456
O 5.19512 22.87175 25.68547 -1.645 0.306 0.066
H 5.80272 22.96084 26.39404 0.858 -0.090 1.218
H 5.76209 22.76367 24.94826 0.762 -0.348 -1.310
O 5.48693 19.69567 24.19674 -1.710 -0.087 -0.601
H 4.69704 20.05720 24.63939 0.613 -0.257 -0.174
H 6.20597 20.05263 24.68633 0.995 0.359 0.806

***

(3)
20
Properties=species:S:1:pos:R:3:forces:R:3 method="wB97M-V/def2-TZVPD" spin_multiplicity=1 mol_weight_g_mol=108.11 total_charge=+1 relative_energy_kj_mol=103.5 e_homo_ev=-13.6
N 0.15280 -0.22740 -1.50587 -1.213 1.997 -0.760
H -0.61073 -0.30431 -2.19345 0.276 -0.731 0.280
H -0.02197 0.76311 -1.25644 0.618 -0.201 0.022
H 1.03738 -0.24631 -2.01222 0.110 -0.377 0.588
H 0.02344 -0.79319 -0.63533 0.289 -0.747 -0.226
H 0.06513 -5.17636 0.98611 0.793 -0.581 1.157
H -0.76262 -5.30865 -0.23630 0.156 0.850 0.236
O -0.36276 -4.63301 0.35109 -0.858 -0.208 -1.317
H -0.07799 2.33519 -3.50147 -0.762 0.143 0.675
H -1.36970 2.79401 -2.72290 0.040 0.208 -0.207
O -0.66543 2.14199 -2.73947 0.718 -0.334 -0.475
H -0.26461 5.30971 3.93950 0.410 0.714 0.740
H -1.46903 4.54941 3.47356 -0.510 -0.083 0.086
O -0.55159 4.70721 3.27410 0.094 -0.654 -0.837
H -1.09647 -1.70833 1.20174 -0.220 -0.091 0.184
H -0.20975 -2.78033 0.51935 -0.159 -0.270 -0.066
O -0.38547 -1.82748 0.57290 0.183 0.319 -0.074
H 1.47562 0.31608 1.15869 0.387 -0.013 0.498
H 2.98078 0.00942 0.84223 0.805 0.058 0.762
O 2.11299 0.07926 0.48418 -1.155 -0.001 -1.266

***

(4)
22
Properties=species:S:1:pos:R:3:forces:R:3 method="wB97M-V/def2-TZVPD" spin_multiplicity=1 mol_weight_g_mol=149.10 total_charge=+1 relative_energy_kj_mol=1319.6 e_homo_ev=-13.5
Na 13.16202 -15.30809 0.43608 -6.958 -0.389 -2.239
O 12.66647 -13.95669 1.75591 -3.975 0.748 6.516
H 12.36487 -13.07120 1.55299 0.003 0.053 0.576
H 13.56377 -13.98656 1.42396 -2.302 0.758 1.615
O 13.86688 -14.93451 -1.30224 1.556 -0.762 -3.506
H 14.02312 -14.44924 -2.11238 0.206 -0.100 -0.490
H 14.73284 -15.02146 -0.90376 0.198 0.258 -1.076
O 14.30942 -13.61153 0.54552 6.063 6.380 -3.895
H 14.20403 -12.66810 0.42282 -0.144 0.799 -0.377
H 14.85638 -13.69230 1.32689 1.231 1.256 -0.243
O 13.53643 -17.02117 0.64725 -0.299 -8.201 -0.916
H 13.74888 -17.76568 0.08439 -0.318 -0.705 -0.108
H 14.09963 -17.13111 1.41337 -0.259 -0.657 -0.019
O 11.22888 -16.04736 0.58600 -2.173 -2.706 1.387
H 11.27420 -16.79334 -0.01207 -0.258 -0.456 0.032
H 10.49277 -15.52660 0.26477 -0.194 -0.267 0.040
O 11.90997 -14.28280 -0.30393 -3.704 5.703 -4.881
H 12.19100 -13.86720 -1.11912 -0.336 0.365 -0.425
H 11.32337 -13.64410 0.10126 -0.430 0.039 -0.066
O 14.63040 -15.46298 1.19415 10.563 -1.240 6.896
H 15.29098 -15.36968 0.50774 0.812 -0.537 0.439
H 15.08327 -15.21092 1.99889 0.721 -0.339 0.742

***

(5)
34
Properties=species:S:1:pos:R:3:forces:R:3 method="wB97M-V/def2-TZVPD" spin_multiplicity=1 mol_weight_g_mol=401.17 total_charge=-3 e_homo_ev=3.0
O -0.36574 0.13431 -1.57034 0.048 -0.858 0.482
V -0.31913 0.10534 0.03747 -1.616 2.913 2.292
O -1.41423 -0.92959 0.67122 1.029 0.187 -1.540
S -1.16257 2.91242 0.47823 0.693 2.090 3.443
O -1.96486 1.76706 0.08736 -1.090 -5.357 -2.032
O 0.21091 2.66938 0.10888 1.950 -1.805 -1.234
O -1.65899 4.07631 -0.16754 -1.533 3.206 -2.587
O -1.33352 3.04197 1.89956 -0.130 0.367 1.765
S 1.54309 1.17128 2.69880 2.039 3.805 3.661
O 0.75724 1.95541 3.64383 -0.898 0.050 -0.108
O 2.45299 0.37257 3.47768 1.372 -3.197 1.419
O 0.70446 0.34902 1.84175 -3.597 -3.395 -3.316
O 2.35925 1.94510 1.83287 1.766 2.375 -2.377
O 1.30413 -1.56939 0.03656 0.096 -0.143 -0.370
H 2.15140 -1.95622 0.25729 0.213 0.504 0.527
H 0.82283 -2.27566 -0.39444 -0.303 -0.313 -0.320
O 1.08945 -2.10063 3.14890 0.355 -1.449 0.642
H 0.92750 -1.49671 2.42414 -0.134 1.241 -0.314
H 0.46484 -2.81290 3.01191 -0.333 -0.063 -0.116
O 2.42741 1.06479 -0.96119 0.320 0.201 -0.180
H 3.05398 0.51221 -0.49396 0.050 0.126 0.627
H 2.42639 0.72327 -1.85539 -0.349 -0.310 -0.132
O -0.30264 -3.37319 -1.13895 -0.023 -0.612 -0.315
H -1.11703 -3.39896 -0.63662 -0.333 0.574 0.418
H -0.35246 -4.13517 -1.71613 0.122 -0.093 -0.187
O -1.51955 1.11477 -4.29757 -0.197 -0.018 -1.048
H -0.85769 0.99417 -3.61666 0.316 -0.127 0.921
H -2.34560 1.18645 -3.81929 0.022 0.064 0.397
O -4.16709 -1.25998 2.60999 -0.324 -0.377 0.405
H -5.07066 -1.56241 2.51866 -0.205 -0.005 -0.036
H -3.94264 -0.91059 1.74756 0.670 0.376 -0.335
O 1.75410 0.44679 -3.58222 0.306 -0.182 -0.447
H 1.41227 -0.04516 -4.32880 -0.273 -0.190 -0.050
H 2.03229 1.28401 -3.95358 -0.029 0.412 0.044

***

(6)
22
Properties=species:S:1:pos:R:3:forces:R:3 method="wB97M-V/def2-TZVPD" spin_multiplicity=2 mol_weight_g_mol=174.24 total_charge=+1 relative_energy_kj_mol=141.3 s_squared=0.755 e_homo_ev="-13.2 / -13.2"
S 2.47485 0.09309 2.32880 -1.470 2.429 -1.734
S 3.40057 0.54155 0.51810 1.101 -1.788 1.272
H 3.12365 -0.90548 2.88393 1.392 -0.873 -0.445
H 2.66237 1.43508 -0.17145 -1.013 0.065 0.817
H -0.85774 2.29929 -1.64090 0.267 0.673 0.199
H -0.95357 0.84313 -1.93085 -0.684 0.253 -0.348
O -1.49649 1.66283 -1.94295 0.460 -1.241 -0.169
H -2.73857 0.92807 -0.84781 -0.365 -0.126 0.699
H -3.85990 -0.05379 -0.38070 0.452 0.436 0.255
O -3.18354 0.56214 -0.04289 0.031 -0.350 -0.623
H 0.46913 -4.14039 1.02859 -0.171 -0.922 0.475
H 0.40872 -2.69911 0.69021 -0.344 -0.052 -0.324
O 0.62169 -3.55605 0.30005 0.455 0.766 -0.297
H -1.25852 -0.52802 1.21686 -2.308 1.428 -0.868
H -0.17021 -0.99522 1.97237 1.254 0.025 2.133
O -0.61202 -1.19528 1.18528 0.844 -1.083 -1.113
H -0.34888 -2.25330 -1.62870 0.021 1.424 -0.264
H 0.17522 -1.01896 -0.87413 -0.876 -0.415 -1.138
O -0.27075 -1.26310 -1.72848 0.826 -0.904 1.361
H 0.18092 3.88298 -0.29594 -0.432 0.518 0.113
H 1.59976 3.31114 -0.23546 -2.229 -0.258 -0.521
O 0.63332 3.04940 -0.40392 2.787 -0.005 0.520

***

(7)
21
Properties=species:S:1:pos:R:3:forces:R:3 method="wB97M-V/def2-TZVPD" spin_multiplicity=2 mol_weight_g_mol=126.10 total_charge=-1 relative_energy_kj_mol=58.9 s_squared=0.750 e_homo_ev="0.0 / -7.3"
O -2.57808 1.19605 -3.36205 -0.186 -0.165 -0.482
H -3.32663 1.66897 -2.99839 -0.114 0.085 0.110
H -1.99477 1.05951 -2.61549 0.330 0.092 0.338
O -0.57967 -0.43976 -0.31234 -0.556 -0.062 -0.832
H -0.39939 -0.58266 0.61681 0.373 -0.273 0.417
H -0.40138 0.49039 -0.45111 0.059 0.573 0.107
O 0.18610 -1.81282 3.20499 -0.194 -1.251 -0.223
H 0.82629 -1.80480 3.91655 0.367 0.182 0.605
H -0.01390 -0.88939 3.05169 -0.208 1.091 -0.077
O 0.26099 -1.21931 -3.14833 0.242 -0.089 -0.531
H -0.58006 -1.25631 -3.60384 -0.207 0.023 -0.091
H 0.05677 -0.82867 -2.29867 -0.021 -0.059 0.761
O -0.84050 2.52265 -1.10923 -0.113 -0.320 -0.235
H -0.16664 3.19103 -1.23344 0.336 0.117 -0.045
H -1.48016 2.93213 -0.52665 -0.204 0.035 0.361
O 1.64234 -2.06449 0.80272 0.584 -0.025 -0.611
H 1.28836 -2.92296 0.57042 -0.193 -0.153 -0.062
H 1.56430 -2.02263 1.75582 -0.317 0.116 0.478
O 2.40755 1.06399 2.29454 0.826 0.421 -0.462
H 2.67206 0.76142 3.16328 -0.013 -0.206 0.454
H 1.45634 0.95767 2.28270 -0.792 -0.131 0.020

***

(8)
21
Properties=species:S:1:pos:R:3:forces:R:3 method="wB97M-V/def2-TZVPD" spin_multiplicity=1 mol_weight_g_mol=126.10 relative_energy_kj_mol=191.8 e_homo_ev=-10.7 smiles=O.O.O.O.O.O.O
H 2.24406 0.61183 3.15653 0.584 -0.063 -0.788
H 1.93126 -0.62027 2.38945 0.487 1.173 -0.441
H 0.00341 -1.44686 1.90594 0.896 -0.390 1.689
H 1.13175 -2.45545 2.73373 -3.123 3.608 0.226
H 1.65605 1.30465 1.23039 -1.918 0.475 -1.899
H 0.09809 1.14000 0.98513 1.124 0.705 -0.891
H -1.18563 0.38397 -3.84953 0.387 1.007 2.024
H -0.11209 0.53863 -2.57314 -1.701 0.418 -0.670
H -3.72791 0.17458 -1.18633 -0.225 0.423 -0.129
H -2.41419 -0.01948 -2.04406 -0.203 0.187 0.397
H -0.19984 -0.55335 -0.37516 -0.943 -0.619 1.237
H -1.70741 -0.69467 0.19169 1.831 -0.363 0.047
H 1.65057 0.32439 -1.88346 0.308 -0.599 -0.264
H 0.84869 1.15277 -0.90357 -0.675 -1.443 -0.249
O 2.49670 0.21853 2.28810 -1.080 -0.616 1.369
O 0.47583 -1.56037 2.82724 2.197 -3.452 -2.106
O 0.87598 1.62175 0.56714 0.788 -0.909 2.819
O -1.05038 0.79158 -2.93104 -1.001 -1.007 -2.972
O -3.02149 -0.43299 -1.38180 0.602 -0.491 0.001
O -0.73068 -0.82813 0.43995 -0.976 0.722 -1.232
O 0.73725 0.34889 -1.58717 2.641 1.235 1.833

***

(9)
21
Properties=species:S:1:pos:R:3:forces:R:3 method="wB97M-V/def2-TZVPD" spin_multiplicity=1 mol_weight_g_mol=126.10 relative_energy_kj_mol=118.7 e_homo_ev=-10.9 smiles=O.O.O.O.O.O.O
O 0.65837 -3.14062 0.12731 -1.433 1.418 0.236
H 0.06298 -2.46423 -0.33729 0.908 -0.800 0.308
H 1.15703 -3.52856 -0.57597 0.488 -0.453 -0.607
O -0.51703 -1.06880 -1.16299 0.136 -0.194 -0.364
H -1.20127 -0.47774 -0.81478 0.426 0.107 -0.250
H 0.03356 -0.60809 -1.82603 -0.659 0.281 0.563
O 1.63853 -0.32170 0.94184 -0.249 -0.146 -3.902
H 1.65128 -0.16997 1.83310 0.052 0.095 3.551
H 1.22302 -1.17424 0.72435 0.207 0.113 0.443
O -1.85710 -2.05248 1.33781 0.653 0.395 -2.739
H -2.04169 -2.16368 2.22315 -0.810 -0.265 3.069
H -1.26970 -2.78862 1.14076 0.182 -0.133 -0.226
O 0.02983 3.66330 -0.65232 -0.547 1.226 0.785
H -0.31947 3.22503 0.18458 0.203 1.171 -1.440
H -0.17635 4.65318 -0.71712 0.263 -2.457 0.645
O -1.00048 1.42629 0.84712 0.069 0.247 -0.103
H -1.42597 0.95091 1.55362 -0.716 -0.120 0.441
H -0.14179 1.00163 0.86422 0.843 -0.287 -0.470
O 1.01538 1.51914 -2.22779 -0.302 0.312 0.057
H 0.75939 2.35333 -1.77511 -0.031 -0.445 -0.229
H 1.72146 1.16589 -1.68846 0.318 -0.065 0.230

***

(10)
21
Properties=species:S:1:pos:R:3:forces:R:3 method="wB97M-V/def2-TZVPD" spin_multiplicity=1 mol_weight_g_mol=126.10 relative_energy_kj_mol=207.3 e_homo_ev=-11.3 smiles=O.O.O.O.O.O.O
O -15.92707 -0.24112 5.27715 0.116 0.004 0.214
H -16.64813 0.30341 4.96127 -0.306 0.143 -0.037
H -15.49582 -0.55336 4.48168 0.136 -0.113 -0.180
O -15.17578 4.07470 6.71676 0.304 -0.037 0.040
H -15.67386 4.89021 6.66119 -0.132 0.335 0.003
H -15.77762 3.40353 6.39497 -0.131 -0.251 -0.020
O -11.45250 4.68478 8.78870 0.128 0.229 0.039
H -11.32115 3.95927 9.39914 0.072 -0.173 0.153
H -12.24240 4.44902 8.30217 -0.288 -0.056 -0.208
O -14.54964 6.82442 11.17696 -0.222 0.104 0.116
H -14.02664 6.10848 11.53771 0.126 -0.176 0.092
H -14.10787 7.05639 10.36009 0.118 0.064 -0.222
O -10.59978 1.32808 4.30950 0.099 0.074 -0.201
H -10.46578 0.45018 4.66668 0.069 -0.225 0.069
H -11.29327 1.70439 4.85143 -0.181 0.155 0.135
O -18.88719 2.59426 4.41729 0.177 -0.168 0.185
H -19.75243 2.83248 4.08439 -0.264 0.018 -0.035
H -18.27409 3.04128 3.83375 0.164 0.134 -0.161
O -16.30243 7.82628 5.49558 -0.067 -0.162 0.225
H -15.44108 8.13385 5.21325 0.258 0.091 -0.026
H -16.82615 7.81076 4.69451 -0.175 0.009 -0.181

***

(11)
21
Properties=species:S:1:pos:R:3:forces:R:3 method="wB97M-V/def2-TZVPD" spin_multiplicity=1 mol_weight_g_mol=126.10 relative_energy_kj_mol=230.3 e_homo_ev=-10.5 smiles=O.O.O.O.O.O.O
H -0.43865 0.09155 -0.40384 0.092 -0.051 -0.068
H 0.69187 -0.91443 -0.54518 0.247 0.288 -0.202
H -2.72670 -1.32316 2.60414 0.106 -0.032 -0.005
H -2.97177 -2.76957 2.20680 0.110 0.011 0.013
H 3.52410 0.26540 -1.57365 -0.192 -0.100 -0.177
H 2.52335 1.28975 -2.08282 -0.073 -0.008 0.059
H 4.41425 0.85994 0.22885 -0.310 0.155 0.133
H 5.38920 1.19555 1.34548 -0.079 0.073 0.062
H -3.44087 -0.35822 -1.49655 0.043 -0.034 -0.117
H -4.42422 -1.51288 -1.39743 0.031 0.066 -0.109
H -4.04974 3.24922 0.69438 0.083 -0.008 -0.072
H -2.99669 3.96054 1.52814 0.063 -0.040 -0.085
H 1.86495 -2.57254 0.12787 0.047 -0.064 0.049
H 3.34183 -2.23204 0.01423 -0.096 0.064 0.029
O -0.07490 -0.56249 -1.01122 -0.433 -0.050 0.170
O -2.26416 -2.13700 2.37455 -0.215 0.022 -0.005
O 2.63131 0.59577 -1.42273 0.375 0.198 -0.103
O 4.48142 1.34584 1.05853 0.344 -0.120 -0.037
O -4.22768 -0.72444 -1.91582 -0.031 -0.043 0.212
O -3.10028 3.40688 0.74601 -0.145 0.023 0.150
O 2.46667 -1.82820 0.01437 0.034 -0.349 0.102

***

(12)
21
Properties=species:S:1:pos:R:3:forces:R:3 method="wB97M-V/def2-TZVPD" spin_multiplicity=1 mol_weight_g_mol=126.10 relative_energy_kj_mol=150.3 e_homo_ev=-10.7 smiles=O.O.O.O.O.O.O
O 1.24734 2.98278 1.51305 0.188 -0.213 0.055
H 0.75602 2.15046 1.45815 -0.035 0.210 -0.099
H 1.50565 3.17590 0.60630 -0.210 0.005 0.017
O -2.12320 -3.30563 -0.94714 0.079 -0.059 0.161
H -1.47934 -2.58951 -1.00593 -0.137 -0.015 -0.057
H -2.05833 -3.62733 -0.04091 -0.017 -0.002 -0.108
O -2.17922 -0.75354 -2.13973 0.129 0.006 -0.171
H -2.88042 -1.36622 -2.39699 0.109 -0.015 0.185
H -1.84517 -0.39425 -2.96984 -0.068 0.063 0.118
O 2.59855 -1.87537 2.08196 0.184 0.105 0.013
H 3.25628 -1.90124 2.78532 -0.090 -0.033 -0.043
H 2.87268 -1.14579 1.51086 -0.159 -0.110 -0.028
O 2.45833 0.43914 0.05761 0.712 -0.012 -0.260
H 2.64591 0.49489 -0.88938 0.047 -0.077 0.152
H 3.07758 1.05825 0.46914 -0.289 0.031 0.060
O -0.22416 0.58938 0.08056 0.286 -0.569 -0.219
H 0.69454 0.24821 0.04367 -0.582 0.421 0.249
H -0.75590 -0.06145 -0.39879 -0.138 0.198 0.014
O -2.58192 2.32204 -0.08272 0.121 -0.080 0.100
H -3.24737 1.65435 0.11065 0.054 0.036 -0.027
H -1.73783 1.90493 0.15418 -0.183 0.109 -0.114